Molecular formula: C5H13N2
Method: DFT, ωB97M-V/def2-TZVPD

Values from the calculation:
HOMO in eV: -13.8
Net charge: +1
HOMO-LUMO gap in eV: 9.119
Relative energy (zero: lowest compared OMol25 entry of this formula, charge and spin) in eV: 3.3933
Lowest unoccupied orbital energy in eV: -4.6929

Last column: natural (NBO) charge in e.
Geometry (Å):
C (0.606, 0.399, 0.275)  0.45
C (-0.719, -0.237, -0.031)  0.19
C (0.774, 1.871, 0.111)  -0.70
C (1.688, -0.362, 0.752)  -0.73
C (-1.149, -1.632, 0.450)  -0.62
N (-1.933, 0.473, -0.065)  -0.83
N (-0.149, -0.389, -1.449)  -0.70
H (-0.119, 2.358, -0.182)  0.24
H (1.596, 2.052, -0.681)  0.27
H (1.019, 2.210, 1.079)  0.27
H (2.482, -0.163, -0.007)  0.28
H (1.437, -1.404, 0.835)  0.26
H (2.151, 0.226, 1.599)  0.30
H (-0.813, -1.785, 1.462)  0.24
H (-0.561, -2.500, -0.020)  0.21
H (-2.226, -1.791, 0.304)  0.26
H (-1.814, 1.476, 0.091)  0.39
H (-2.577, 0.077, -0.797)  0.42
H (-0.014, 0.363, -2.067)  0.41
H (0.323, -1.241, -1.658)  0.41


Molecular formula: C13H25N2O6
Method: DFT, ωB97M-V/def2-TZVPD

Values from the calculation:
HOMO in eV: -3.6
Net charge: -1
HOMO-LUMO gap in eV: 5.486
Lowest unoccupied orbital energy in eV: 1.8968

Last column: natural (NBO) charge in e.
Geometry (Å):
C (1.790, -3.204, 0.555)  -0.74
C (2.649, -3.240, -0.869)  0.80
O (2.641, -4.350, -1.658)  -0.58
O (3.434, -2.022, -1.174)  -0.57
C (3.066, -1.447, -2.479)  -0.08
C (2.288, 0.026, -2.337)  -0.42
C (0.854, -0.155, -1.532)  -0.43
C (0.029, 1.244, -1.312)  -0.41
C (-1.598, 1.081, -1.183)  -0.45
C (-2.102, -0.127, -0.197)  -0.27
N (-3.469, -0.719, -0.595)  -0.15
O (-4.437, 0.217, -0.533)  -0.59
C (-3.405, -1.370, -1.965)  -0.35
C (-4.073, -2.864, -2.051)  0.73
O (-4.095, -3.666, -0.978)  -0.74
O (-4.608, -3.323, -3.372)  -0.86
H (0.719, -3.684, 0.443)  0.28
H (1.663, -2.112, 0.989)  0.23
H (2.428, -3.799, 1.368)  0.24
H (4.035, -1.204, -3.131)  0.19
H (2.381, -2.178, -3.088)  0.21
H (3.039, 0.742, -1.747)  0.20
H (2.057, 0.519, -3.373)  0.21
H (1.153, -0.540, -0.442)  0.20
H (0.205, -1.021, -2.023)  0.22
H (0.511, 1.879, -0.428)  0.21
H (0.220, 1.898, -2.292)  0.19
H (-2.070, 1.061, -2.267)  0.23
H (-1.993, 2.096, -0.694)  0.21
H (-2.240, 0.319, 0.898)  0.21
H (-1.378, -1.042, -0.115)  0.22
H (-4.138, 1.030, -0.028)  0.45
H (-3.980, -0.628, -2.702)  0.21
H (-2.289, -1.415, -2.326)  0.19
C (1.044, 3.750, 2.467)  -0.72
C (0.200, 2.533, 2.721)  0.67
O (-0.664, 2.161, 1.930)  -0.63
N (0.412, 1.830, 3.870)  -0.62
C (1.367, 2.097, 4.919)  -0.41
H (0.756, 4.200, 1.512)  0.25
H (0.886, 4.488, 3.258)  0.22
H (2.099, 3.470, 2.412)  0.23
H (-0.196, 1.025, 3.967)  0.41
H (2.019, 1.225, 5.013)  0.20
H (0.816, 2.234, 5.852)  0.20
H (1.970, 2.983, 4.718)  0.21


Molecular formula: C3H13NO3
Method: DFT, ωB97M-V/def2-TZVPD

Values from the calculation:
HOMO in eV: -8.1
HOMO-LUMO gap in eV: 8.749
Relative energy (zero: lowest compared OMol25 entry of this formula, charge and spin) in eV: 1.0256
SMILES: C/C=C/N.O.O.O
Lowest unoccupied orbital energy in eV: 0.6347

Last column: natural (NBO) charge in e.
Geometry (Å):
C (3.474, -0.236, 1.840)  -0.64
C (2.206, 0.234, 1.065)  -0.27
C (1.038, -0.148, 1.578)  -0.01
N (-0.203, 0.135, 0.969)  -0.85
H (3.408, 0.200, 2.831)  0.21
H (3.498, -1.320, 1.783)  0.21
H (4.360, 0.147, 1.333)  0.21
H (2.323, 0.770, 0.134)  0.20
H (0.972, -0.740, 2.477)  0.18
H (-0.902, 0.543, 1.563)  0.36
H (-0.153, 0.654, 0.103)  0.39
H (-1.697, 1.797, -2.743)  0.50
H (-0.639, 3.009, -2.931)  0.47
O (-0.961, 2.298, -2.383)  -0.98
H (-2.439, -1.155, 0.315)  0.48
H (-3.240, -2.315, 0.317)  0.48
O (-2.789, -1.755, -0.334)  -0.95
H (-2.915, -1.011, -3.351)  0.47
H (-2.665, -0.773, -1.850)  0.50
O (-2.676, -0.333, -2.715)  -0.98


Molecular formula: C10H10O3S
Method: DFT, ωB97M-V/def2-TZVPD

Values from the calculation:
HOMO in eV: -8.9
HOMO-LUMO gap in eV: 9.006
Relative energy (zero: lowest compared OMol25 entry of this formula, charge and spin) in eV: 0.5551
SMILES: CC1=C(c2cccs2)[C@@](C)(O)OC1=O
Lowest unoccupied orbital energy in eV: 0.1248

Last column: natural (NBO) charge in e.
Geometry (Å):
C (-2.169, -0.414, -2.181)  -0.27
C (-1.316, -0.712, -1.078)  -0.18
C (-2.127, 0.913, -2.343)  -0.42
C (-0.704, 0.328, -0.508)  -0.29
C (0.081, 0.127, 0.679)  0.02
C (0.659, -0.951, 1.151)  -0.12
C (1.138, -0.635, 2.491)  0.75
C (0.280, 1.297, 1.782)  0.51
C (0.944, -2.362, 0.693)  -0.62
C (1.214, 2.420, 1.345)  -0.68
O (1.680, -1.371, 3.260)  -0.56
O (0.845, 0.628, 2.823)  -0.49
O (-0.994, 1.939, 2.142)  -0.73
S (-1.130, 1.783, -1.323)  0.50
H (-2.979, -1.027, -2.686)  0.24
H (-1.089, -1.788, -0.807)  0.21
H (-2.723, 1.443, -3.074)  0.24
H (1.902, -2.251, 0.345)  0.23
H (0.241, -2.676, -0.179)  0.21
H (0.827, -2.977, 1.557)  0.25
H (1.954, 2.704, 2.128)  0.24
H (0.718, 3.429, 1.110)  0.24
H (1.824, 2.335, 0.456)  0.23
H (-1.468, 1.525, 2.826)  0.48